# 1
The following is a quantum chemistry calculation of a structure of composition C21H23Br9N4O2 in a non-equilibrium geometry, from OMol25.

Computed properties:
Spin multiplicity   2
Charge   +1
HOMO energy (alpha / beta)   -0.3387 / -0.3387 hartree
Gap between HOMO and LUMO (alpha / beta)   6.033 / 1.912 eV
Energy   -24349.13824 hartree

```
59
C21H23Br9N4O2 | OMol25 | ωB97M-V with the def2-TZVPD basis set
N 17.65 12.60 10.06
C 16.47 12.46 10.84
C 16.70 12.92 12.08
C 18.08 13.38 12.14
C 18.64 13.11 10.90
H 17.75 12.27 9.12
H 15.57 12.03 10.42
H 15.97 12.94 12.87
H 18.58 13.86 12.97
H 19.64 13.30 10.54
N 12.30 17.05 18.28
C 11.79 15.79 18.13
C 12.54 15.11 17.12
C 13.40 16.10 16.65
C 13.35 17.16 17.45
H 11.98 17.69 18.99
H 11.05 15.44 18.84
H 12.50 14.06 16.84
H 14.05 16.00 15.80
H 13.90 18.09 17.44
N 18.30 6.80 13.56
C 16.95 6.87 13.74
C 16.37 5.67 13.31
C 17.43 4.83 13.00
C 18.58 5.52 13.22
H 18.98 7.54 13.66
H 16.43 7.74 14.12
H 15.30 5.52 13.24
H 17.34 3.78 12.76
H 19.63 5.28 13.14
C 14.18 6.38 17.31
Br 15.72 5.25 17.25
Br 13.80 7.19 19.09
Br 12.60 5.51 16.43
H 14.45 7.25 16.70
C 13.66 8.60 11.30
Br 12.69 10.26 10.95
Br 13.16 7.87 13.10
Br 15.58 9.06 11.31
H 13.47 7.84 10.55
C 13.39 10.68 15.46
Br 13.43 12.18 14.14
Br 12.78 11.25 17.21
Br 15.19 9.83 15.60
H 12.70 9.88 15.20
C 8.09 11.18 19.72
C 8.05 11.53 21.04
C 9.15 12.23 21.56
C 10.13 12.69 20.77
C 10.09 12.32 19.40
C 9.09 11.54 18.89
N 11.23 13.59 21.32
O 11.30 13.91 22.51
O 12.12 14.00 20.61
H 7.21 10.63 19.40
H 7.22 11.30 21.68
H 9.17 12.58 22.58
H 10.73 12.76 18.64
H 9.04 11.19 17.88
```


# 2
The following is a quantum chemistry calculation of the ion C9H20N4 with charge +2 in a non-equilibrium geometry, from OMol25.

Computed properties:
Charge   +2
HOMO energy   -0.6150 hartree
Gap between HOMO and LUMO   9.401 eV
Energy relative to the best compared isomer or geometry (same formula, charge and spin)   112.1 kJ/mol
SMILES string   CC([NH+]=C1N(C)CCN1C)=[N+](C)C
Energy   -573.25655 hartree

```
33
C9H20N4 | OMol25 | ωB97M-V with the def2-TZVPD basis set
C 0.99 -0.13 0.42
C -0.74 -0.90 -1.27
C 1.77 1.80 1.42
C 1.93 0.63 2.41
C -0.77 -1.92 -2.34
C 0.87 1.90 -1.07
C 1.43 -1.75 2.33
C -2.87 -0.03 -1.92
C -1.82 0.76 0.24
N 1.13 1.16 0.21
N 1.39 -0.47 1.68
N -1.73 -0.11 -0.92
N 0.38 -1.07 -0.46
H 0.94 2.60 1.74
H 2.68 2.15 1.04
H 3.06 0.58 2.72
H 1.31 0.60 3.24
H -1.93 -2.27 -2.50
H -0.19 -2.78 -2.18
H -0.37 -1.61 -3.19
H 0.20 2.78 -1.17
H 1.84 2.21 -1.30
H 0.46 1.29 -1.75
H 0.63 -2.52 2.08
H 1.14 -1.69 3.33
H 2.48 -2.01 2.45
H -3.69 -0.90 -1.66
H -3.38 0.83 -1.63
H -2.38 -0.20 -2.85
H -1.24 1.73 0.17
H -2.95 1.11 0.32
H -1.62 0.06 1.01
H 1.04 -1.81 -0.61
```


# 3
The following is a quantum chemistry calculation of a structure of composition C12H24AsF5MoO2SbTe in a non-equilibrium geometry, from OMol25.

Computed properties:
Charge   +3
HOMO energy (alpha / beta)   -0.6871 / -0.6870 hartree
Gap between HOMO and LUMO (alpha / beta)   6.698 / 6.695 eV
Energy relative to the best compared isomer or geometry (same formula, charge and spin)   431.2 kJ/mol
Energy   -3932.62706 hartree

```
47
C12H24AsF5MoO2SbTe | OMol25 | ωB97M-V with the def2-TZVPD basis set
Mo -0.37 0.65 0.72
C 0.47 2.85 0.50
C 0.03 2.74 1.85
C 0.65 1.83 2.72
C 1.55 0.89 2.21
C 1.99 1.00 0.86
C 1.53 2.05 0.06
H 0.13 3.68 -0.11
H -0.64 3.50 2.25
H 0.44 1.87 3.79
H 2.08 0.23 2.89
H 2.84 0.40 0.54
H 2.01 2.25 -0.90
F 0.39 -0.57 -3.54
Te -0.72 -0.99 -2.04
F -0.43 -2.89 -0.22
F 1.11 -1.14 -1.08
F -2.11 0.15 -2.67
F 0.00 0.88 -1.68
O -1.40 -0.33 -0.20
C 1.32 -3.37 -3.36
Sb 0.83 -4.02 -1.38
C 2.45 -3.82 -0.01
C -0.69 -5.53 -1.30
H 1.81 -4.22 -3.83
H 1.99 -2.52 -3.30
H 0.42 -3.11 -3.91
H 3.01 -4.76 0.01
H 2.04 -3.61 0.97
H 3.09 -3.02 -0.39
H -0.28 -6.46 -1.69
H -1.52 -5.19 -1.91
H -0.99 -5.65 -0.26
C -3.64 0.06 4.11
As -3.19 -0.05 2.24
C -3.58 -1.81 1.55
C -3.96 1.33 1.12
O -1.46 0.18 2.25
H -4.68 -0.20 4.27
H -3.46 1.07 4.48
H -3.00 -0.65 4.64
H -4.66 -1.95 1.53
H -3.14 -2.56 2.21
H -3.18 -1.92 0.54
H -5.04 1.22 1.13
H -3.60 1.20 0.10
H -3.71 2.31 1.51
```


# 4
The following is a quantum chemistry calculation of the molecule C4H7NO2 in a non-equilibrium geometry, from OMol25.

Computed properties:
HOMO energy   -0.3673 hartree
Gap between HOMO and LUMO   10.430 eV
Energy relative to the best compared isomer or geometry (same formula, charge and spin)   176.6 kJ/mol
SMILES string   O=CCCNC=O
Energy   -361.81360 hartree

```
14
C4H7NO2 | OMol25 | ωB97M-V with the def2-TZVPD basis set
O -2.71 0.79 2.16
C -1.90 -0.01 1.75
N -1.28 0.18 0.61
C -0.08 -0.57 0.09
C 0.83 0.46 -0.72
C 1.89 -0.20 -1.60
O 2.62 -1.05 -1.21
H -1.72 -1.03 2.18
H -1.45 1.03 0.09
H -0.26 -1.44 -0.62
H 0.54 -0.83 0.96
H 1.35 1.03 0.11
H 0.34 1.35 -1.21
H 1.82 0.29 -2.58
```


# 5
The following is a quantum chemistry calculation of a cluster of 11 separate species, C31H90N14O11 in total in a non-equilibrium geometry, from OMol25.

Computed properties:
HOMO energy   -0.3274 hartree
Gap between HOMO and LUMO   9.164 eV
SMILES string   COC[C@H](C)N.COC[C@H](C)N.COC[C@H](C)N.COC[C@H](C)N.COC[C@H](C)N.COC[C@H](C)N.NC(N)=O.NC(N)=O.NC(N)=O.NC(N)=O.CC(C)O
Energy   -2829.31317 hartree

```
146
C31H90N14O11 | OMol25 | ωB97M-V with the def2-TZVPD basis set
C -0.62 -18.25 17.20
C -1.21 -19.62 17.52
C -2.79 -19.68 17.34
O -3.41 -19.09 18.50
C -4.30 -18.03 18.26
N -0.61 -20.71 16.75
H -0.95 -17.45 17.87
H -0.85 -17.91 16.16
H 0.42 -18.45 17.24
H -1.11 -19.80 18.60
H -3.12 -20.72 17.17
H -2.98 -19.00 16.42
H -5.11 -18.49 17.66
H -3.87 -17.17 17.67
H -4.78 -17.61 19.15
H 0.11 -21.26 17.25
H -0.18 -20.34 15.93
C 2.59 -24.24 11.58
C 3.44 -24.20 10.30
C 4.97 -24.13 10.59
O 5.42 -22.99 11.32
C 6.11 -23.24 12.51
N 3.29 -25.60 9.58
H 2.76 -23.32 12.14
H 3.00 -25.07 12.16
H 1.44 -24.22 11.49
H 3.03 -23.45 9.55
H 5.49 -24.08 9.61
H 5.13 -25.08 11.18
H 5.42 -23.43 13.41
H 6.64 -22.31 12.75
H 6.74 -24.15 12.36
H 3.13 -25.33 8.63
H 2.34 -25.86 9.88
C 0.05 -26.21 15.69
C -0.85 -25.04 15.45
C -1.92 -25.59 14.51
O -1.27 -25.95 13.38
C -1.40 -27.37 13.15
N -1.49 -24.57 16.67
H -0.52 -27.02 16.19
H 0.84 -25.95 16.43
H 0.52 -26.52 14.76
H -0.38 -24.24 14.90
H -2.60 -24.77 14.21
H -2.42 -26.42 14.97
H -2.44 -27.65 12.92
H -1.14 -27.88 14.03
H -0.75 -27.64 12.34
H -0.80 -24.04 17.21
H -2.24 -23.91 16.51
C -3.23 -22.74 9.43
C -2.68 -24.11 9.06
C -2.63 -25.03 10.30
O -2.18 -26.38 10.00
C -0.81 -26.51 9.87
N -3.40 -24.73 7.99
H -4.10 -22.93 10.11
H -3.70 -22.23 8.61
H -2.58 -22.05 9.99
H -1.69 -24.04 8.62
H -3.68 -25.16 10.67
H -2.01 -24.61 11.11
H -0.19 -26.10 10.71
H -0.48 -26.06 8.96
H -0.54 -27.60 9.75
H -3.41 -25.77 8.04
H -4.38 -24.37 8.11
C 3.14 -21.48 15.88
C 3.17 -21.24 14.39
C 1.86 -20.49 13.96
O 0.70 -21.36 13.95
C -0.33 -20.93 13.10
N 4.30 -20.40 13.83
H 3.98 -22.14 16.17
H 2.21 -22.04 16.10
H 3.02 -20.53 16.39
H 3.07 -22.19 13.78
H 2.05 -19.96 13.00
H 1.74 -19.68 14.71
H -0.75 -19.90 13.14
H -1.10 -21.64 13.39
H -0.07 -21.09 12.06
H 4.65 -19.80 14.53
H 5.06 -21.06 13.73
C 3.40 -16.24 17.34
C 3.71 -17.15 16.12
C 4.48 -16.40 15.03
O 3.55 -15.60 14.37
C 4.09 -14.47 13.75
N 4.41 -18.34 16.47
H 4.30 -16.05 17.98
H 2.64 -16.70 17.95
H 3.15 -15.20 17.02
H 2.82 -17.42 15.66
H 4.85 -17.19 14.33
H 5.29 -15.79 15.40
H 4.42 -13.75 14.49
H 3.26 -14.02 13.19
H 4.86 -14.65 13.02
H 3.84 -19.01 17.01
H 5.18 -18.08 17.07
C 0.77 -17.25 12.82
O -0.28 -17.46 12.25
N 0.88 -16.81 14.12
N 1.97 -17.60 12.26
H 1.72 -16.30 14.33
H 0.02 -16.47 14.54
H 2.00 -17.91 11.31
H 2.81 -17.78 12.84
C 4.23 -21.05 19.05
O 4.06 -19.90 18.70
N 5.36 -21.73 18.83
N 3.28 -21.83 19.70
H 5.37 -22.71 18.63
H 6.06 -21.26 18.20
H 2.55 -21.32 20.25
H 3.70 -22.45 20.41
C 4.64 -25.09 16.41
O 4.98 -24.30 17.27
N 4.08 -24.70 15.20
N 4.93 -26.41 16.36
H 3.93 -25.41 14.51
H 3.52 -23.87 15.11
H 4.25 -26.93 15.81
H 5.16 -26.80 17.26
C 3.35 -20.10 9.71
O 2.31 -19.46 9.76
N 3.87 -20.80 8.54
N 4.24 -20.18 10.78
H 4.87 -20.66 8.49
H 3.53 -20.45 7.67
H 4.87 -20.97 10.74
H 3.91 -19.97 11.72
C 0.14 -21.21 5.55
C -0.63 -22.51 5.48
C 0.26 -23.65 5.92
O -1.86 -22.51 6.23
H 0.99 -21.35 4.85
H 0.41 -21.03 6.61
H -0.48 -20.41 5.15
H -0.87 -22.70 4.42
H 1.10 -23.83 5.30
H -0.16 -24.66 5.89
H 0.62 -23.50 6.97
H -2.31 -23.37 6.25
```


# 6
The following is a quantum chemistry calculation of a cluster of 3 separate species, C26H59BrN2O4P in total in a non-equilibrium geometry, from OMol25.

Computed properties:
Charge   +1
HOMO energy   -0.4041 hartree
Gap between HOMO and LUMO   8.444 eV
Energy   -4351.57985 hartree

```
93
C26H59BrN2O4P | OMol25 | ωB97M-V with the def2-TZVPD basis set
C 4.37 1.70 1.38
C 4.01 2.40 0.05
C 4.18 1.43 -1.12
C 3.13 0.29 -1.20
C 1.79 0.57 -0.52
C 1.00 -0.77 -0.41
C 0.40 -1.23 -1.76
C -0.72 -2.28 -1.50
C -2.14 -1.76 -1.70
C -2.79 -1.20 -0.41
C -3.15 0.28 -0.52
C -1.85 1.09 -0.70
P -2.11 2.87 -0.92
C -0.51 3.59 -1.44
O -0.71 4.88 -2.00
C 0.53 5.37 -2.45
C 1.31 6.13 -1.41
O 0.89 5.21 -3.52
C -2.73 3.73 0.57
C -2.39 2.98 1.87
C -0.85 3.02 2.15
Br -3.28 3.92 3.32
H 3.60 0.97 1.66
H 4.56 2.40 2.18
H 5.27 1.11 1.20
H 4.70 3.24 -0.03
H 3.01 2.84 0.12
H 5.15 0.96 -0.98
H 4.26 2.01 -2.04
H 3.58 -0.64 -0.87
H 2.91 0.15 -2.26
H 1.17 1.23 -1.14
H 1.87 0.95 0.49
H 1.74 -1.52 -0.13
H 0.27 -0.75 0.40
H 1.21 -1.73 -2.29
H 0.07 -0.40 -2.39
H -0.59 -2.62 -0.47
H -0.53 -3.18 -2.10
H -2.75 -2.60 -2.05
H -2.17 -1.02 -2.51
H -3.65 -1.79 -0.10
H -2.05 -1.28 0.39
H -3.67 0.60 0.39
H -3.85 0.42 -1.35
H -1.39 0.75 -1.62
H -1.21 0.91 0.17
H -2.99 3.06 -2.00
H -0.08 2.94 -2.20
H 0.19 3.61 -0.60
H 1.71 5.47 -0.63
H 0.65 6.84 -0.92
H 2.15 6.65 -1.87
H -3.80 3.91 0.50
H -2.25 4.71 0.62
H -2.68 1.94 1.81
H -0.41 3.74 1.46
H -0.68 3.42 3.14
H -0.39 2.04 2.02
C -0.87 -0.22 7.48
C -1.19 0.42 6.13
C 0.06 0.70 5.27
O 0.82 1.83 5.67
C 1.71 1.60 6.74
N -1.98 1.63 6.36
H -0.49 0.51 8.20
H -1.77 -0.65 7.91
H -0.13 -1.02 7.38
H -1.80 -0.29 5.58
H -0.29 0.93 4.26
H 0.70 -0.19 5.20
H 2.13 0.59 6.72
H 1.22 1.78 7.70
H 2.53 2.32 6.66
H -2.28 2.00 5.46
H -1.35 2.35 6.72
C -0.90 -4.80 -5.58
C -0.34 -5.31 -4.25
C 0.55 -6.55 -4.39
O -0.15 -7.76 -4.60
C -0.56 -7.99 -5.94
N -1.46 -5.53 -3.32
H -1.73 -5.40 -5.93
H -1.27 -3.78 -5.47
H -0.13 -4.79 -6.35
H 0.28 -4.51 -3.84
H 1.08 -6.69 -3.44
H 1.32 -6.41 -5.16
H 0.17 -7.60 -6.66
H -1.54 -7.55 -6.14
H -0.65 -9.07 -6.08
H -1.08 -5.77 -2.41
H -1.93 -6.39 -3.62
```


Look up the energy of the first one. -24349.13824 hartree